Formula: C5H6O
Source: OMol25
Level of theory: ωB97M-V/def2-TZVPD

Output
orbital gap: 9.35 eV
HOMO energy: -8.796 eV
multiplicity: 1
ΔE to the lowest compared entry with this formula, charge and spin: 82.2 kcal per mole
E_LUMO: 0.6 eV
SMILES string: C=C=C1O[C@H]1C

Each line ends with the Mulliken charge.
Atoms and positions in Å:
C1 -1.901 0.050 -0.443  -1.04
C2 -0.538 0.666 -0.591  0.28
C3 0.724 -0.011 -0.534  0.36
O1 0.188 0.119 -1.763  -0.44
C4 1.805 -0.196 0.168  -0.25
C5 2.252 -0.502 1.362  -0.63
H1 -2.419 0.361 0.469  0.32
H2 -1.881 -1.042 -0.498  0.32
H3 -2.474 0.422 -1.299  0.27
H4 1.668 -1.212 1.937  0.24
H5 -0.487 1.744 -0.457  0.32
H6 3.110 -0.043 1.839  0.25